The following is a quantum chemistry calculation of an isolated molecule of C4H6N4 in a non-equilibrium geometry, from OMol25.

Geometry as XYZ:
```
14
Properties=species:S:1:pos:R:3:forces:R:3
C -2.173255 0.921702 -0.154152 2.3 -2.0 -1.8
C 0.489645 -1.210111 0.668537 -0.3 1.3 0.9
C -0.948155 0.028881 -0.701271 -1.2 0.4 3.5
C 1.296000 1.024279 -0.058253 -0.1 -2.3 4.3
N -3.042998 1.553101 0.232254 -0.4 0.4 0.3
N -0.523167 -2.070637 0.080840 -0.2 0.7 0.2
N -1.302693 -1.401901 -0.595323 -1.0 -1.0 -0.5
N 0.143164 0.138362 0.240970 -0.2 1.1 -1.3
H 0.557049 -1.272376 1.786807 -0.4 -0.4 -0.9
H 1.453703 -1.420904 0.271407 1.0 -0.9 -0.3
H -0.771813 0.158305 -1.747467 0.2 0.8 -0.7
H 1.366797 1.751434 0.760646 -0.1 0.2 -0.4
H 2.098140 0.304657 0.185215 0.6 1.0 -0.9
H 1.357588 1.495212 -0.970214 -0.1 0.7 -2.3
```
Forces are in eV/Å.

Properties
Structure (SMILES) ... CN1CN=N[C@H]1C#N
Gap between HOMO and LUMO ... 10.10 eV
Energy above the lowest of the compared OMol25 structures with the same formula, charge and spin ... 325.85 kJ/mol

---

The following is a quantum chemistry calculation of a structure of composition C21H46Cl36FNO3Si2, from OMol25.

Geometry as XYZ:
```
110
Properties=species:S:1:pos:R:3:forces:R:3
O -1.502003 0.522753 0.515599 -0.1 -0.1 -0.2
N -1.717430 1.656206 0.312279 0.4 0.3 0.1
O -0.590783 2.259240 -0.214318 0.0 0.0 0.3
C -0.613325 3.685913 0.019835 0.0 0.2 -0.1
Si -2.013667 4.668158 -0.766607 0.2 0.2 -0.1
O -3.333488 4.747074 0.199061 -0.1 -0.2 -0.3
Si -4.892752 5.014227 -0.305673 -0.4 0.1 0.4
C -6.072408 3.738554 0.401503 0.1 0.3 -0.3
C -7.059692 3.213442 -0.644238 0.1 0.1 0.4
F -6.924187 1.821944 -0.747028 -0.1 -0.1 -0.1
H 0.323705 4.031444 -0.428450 -0.2 0.0 0.1
H -0.558667 3.883907 1.095891 0.1 -0.1 -0.1
H -2.334674 4.104938 -2.095590 0.0 -0.1 0.0
H -1.465654 6.032933 -0.953967 0.0 0.0 0.0
H -5.285887 6.347862 0.173464 0.0 0.1 -0.2
H -4.945605 4.963007 -1.789275 0.1 0.0 0.0
H -5.477597 2.901150 0.780993 -0.1 0.0 0.1
H -6.601991 4.213827 1.231902 0.1 -0.3 0.1
H -8.088706 3.405643 -0.339653 0.0 0.0 -0.2
H -6.872550 3.652878 -1.624806 -0.1 -0.4 0.0
C -3.109722 -0.856096 -1.673490 0.0 -0.1 0.0
Cl -2.124682 0.303727 -2.589038 0.0 0.0 -0.1
Cl -4.699528 -0.211591 -1.271332 0.1 0.1 0.0
H -3.234195 -1.744691 -2.280349 0.0 0.0 0.0
H -2.584888 -1.082776 -0.752543 0.0 0.0 -0.1
C 1.481282 1.987930 -2.654084 0.0 0.0 0.0
Cl 2.489955 0.949575 -3.665544 0.0 0.0 -0.3
Cl 2.413051 3.320790 -1.939339 0.0 -0.1 -0.1
H 0.701923 2.416989 -3.272510 0.0 0.0 0.0
H 1.062580 1.388389 -1.855754 0.0 0.0 0.0
C -9.465328 5.883063 -2.459021 0.0 0.0 0.0
Cl -7.731618 5.797854 -2.815266 0.0 0.2 -0.1
Cl -9.777859 5.946000 -0.723054 0.0 0.0 0.0
H -9.858551 6.785017 -2.912359 0.0 0.0 0.0
H -9.938022 4.995066 -2.861144 0.0 0.0 0.0
C 4.872518 3.060026 -6.047587 0.1 0.0 0.0
Cl 5.911387 1.937776 -6.942198 0.0 0.0 0.0
Cl 5.799022 4.321067 -5.226084 0.0 0.0 0.0
H 4.193259 3.531362 -6.746911 0.0 0.0 0.0
H 4.344187 2.486686 -5.298035 -0.1 0.0 0.0
C -2.232936 -1.803635 2.476757 0.1 0.1 0.1
Cl -1.010149 -3.074837 2.389705 0.0 0.0 0.0
Cl -3.877734 -2.427661 2.275316 0.0 -0.1 -0.1
H -2.166631 -1.334858 3.451350 0.0 0.0 0.0
H -2.049377 -1.089452 1.685465 0.0 -0.1 0.1
C -4.796819 8.599199 2.893767 0.0 0.0 0.0
Cl -3.591515 8.360318 1.621157 0.0 0.0 0.0
Cl -6.088758 7.391232 2.853504 0.0 0.0 0.0
H -4.296045 8.525940 3.851364 0.0 0.0 0.0
H -5.243416 9.576677 2.758673 0.0 0.0 0.0
C 4.622120 -1.578403 -0.807063 0.0 -0.1 -0.1
Cl 4.070704 0.096743 -0.802134 0.0 0.0 0.2
Cl 3.374125 -2.688504 -0.208858 -0.1 0.0 0.0
H 4.862797 -1.855561 -1.826348 0.0 0.0 0.0
H 5.490310 -1.664267 -0.164919 0.0 0.0 0.0
C -8.924368 1.064848 2.162707 0.0 0.0 -0.1
Cl -9.257418 2.803598 2.079798 0.0 0.0 0.1
Cl -10.296682 0.187639 2.852939 0.0 0.1 -0.1
H -8.753177 0.711466 1.152537 0.0 0.0 0.0
H -8.054962 0.898658 2.788972 0.0 0.0 0.0
C -11.425827 9.997577 -1.041035 0.0 0.0 0.0
Cl -9.930874 9.732206 -0.143140 0.0 0.0 0.0
Cl -11.785930 8.675238 -2.164794 -0.1 0.0 0.0
H -12.245514 10.067379 -0.336563 0.0 0.0 0.0
H -11.322610 10.907511 -1.619269 0.0 0.0 0.0
C 4.936439 -5.096456 2.035166 -0.1 0.0 0.0
Cl 6.618373 -4.541860 1.968431 0.0 0.0 0.0
Cl 4.787701 -6.847768 1.870931 0.1 -0.1 0.0
H 4.521123 -4.807658 2.993119 0.0 0.0 0.0
H 4.399573 -4.627142 1.221861 0.0 0.0 0.0
C 9.742574 -4.915678 -0.236282 -0.1 0.0 0.0
Cl 11.284664 -5.345827 0.511863 0.0 0.1 0.0
Cl 9.538542 -5.668920 -1.822691 0.0 0.0 0.0
H 8.946971 -5.258523 0.414447 0.0 -0.1 0.0
H 9.707162 -3.839788 -0.361038 0.0 0.0 0.0
C -13.583454 -1.211775 2.061190 0.0 0.1 0.0
Cl -14.538732 -2.627565 1.603384 0.0 0.0 0.0
Cl -13.213759 -1.173498 3.788883 -0.1 -0.1 0.0
H -12.646168 -1.239071 1.518274 0.0 0.0 0.0
H -14.152336 -0.322972 1.817133 0.0 0.0 0.0
C 1.449468 -6.597004 -0.080134 0.1 0.0 -0.1
Cl 1.368430 -5.446135 1.262079 0.0 0.0 0.0
Cl 0.688084 -8.140101 0.311285 0.0 0.0 0.0
H 0.933545 -6.161662 -0.927278 0.0 0.0 0.0
H 2.495163 -6.776128 -0.302559 0.0 0.0 0.0
C 13.758224 -6.110742 -2.236748 -0.1 0.1 0.0
Cl 15.136813 -6.913187 -1.463136 0.0 0.0 0.0
Cl 13.224053 -6.969783 -3.684154 0.0 0.0 0.0
H 12.937627 -6.077498 -1.530902 0.0 -0.1 0.0
H 14.064944 -5.112631 -2.525201 0.0 0.0 0.0
C 16.219007 -6.881350 2.174477 0.0 0.0 0.0
Cl 17.867101 -6.815297 2.811114 0.0 0.0 0.0
Cl 15.141148 -5.727399 2.971140 0.0 0.0 0.0
H 16.247351 -6.639916 1.119723 0.0 0.0 0.0
H 15.827890 -7.878160 2.339991 0.0 0.0 0.0
C -6.379925 -1.742923 4.745609 0.1 0.0 -0.1
Cl -7.943189 -1.913530 3.946195 0.0 0.0 0.1
Cl -5.872211 -0.046650 4.855802 0.0 0.0 0.0
H -6.452730 -2.143282 5.749129 0.0 0.0 0.0
H -5.645395 -2.263944 4.145152 0.0 0.0 0.1
C 7.075480 -0.003300 -3.676295 0.0 0.1 0.0
Cl 6.416535 -1.557000 -4.207124 0.0 0.0 0.0
Cl 7.479595 0.002954 -1.953423 0.1 0.0 0.0
H 7.978286 0.196095 -4.240105 0.0 0.0 0.0
H 6.326483 0.760624 -3.849433 0.0 0.0 0.0
C 10.664327 -8.388082 3.300761 0.0 0.0 0.0
Cl 9.632053 -8.429514 1.863636 0.0 0.0 0.0
Cl 12.243162 -7.658323 2.985857 0.0 0.0 0.1
H 10.164594 -7.795885 4.057743 0.0 0.0 0.0
H 10.818716 -9.406074 3.636963 0.0 0.0 0.0
```
Forces are in eV/Å.

Properties
Gap between HOMO and LUMO ... 10.09 eV

---

The following is a quantum chemistry calculation of an isolated molecule of C4H9NO2, from OMol25.

Geometry as XYZ:
```
16
Properties=species:S:1:pos:R:3:forces:R:3
C 0.114799 0.700226 0.254648 0.2 0.4 0.3
C -0.232373 -0.474793 1.170360 0.7 -0.2 0.3
C 0.466867 -0.316706 2.529126 -0.5 0.4 -0.5
O 0.208732 -1.710971 0.640618 -0.6 -0.2 0.0
C -0.188255 0.525831 -1.220226 -0.2 0.1 0.2
N -0.456258 1.682045 -1.881060 0.0 -0.2 -0.1
O -0.222517 -0.546098 -1.792462 -0.2 -0.2 -0.1
H 1.164822 1.019762 0.368374 -0.1 -0.5 -0.1
H -0.452395 1.545942 0.637203 -0.2 0.3 -0.1
H -1.308785 -0.449662 1.379810 -0.1 -0.2 -0.4
H 1.471137 -0.715752 2.434173 0.2 0.0 0.1
H -0.092511 -0.836507 3.309995 0.2 0.0 -0.1
H 0.504407 0.754754 2.762603 0.1 -0.2 0.2
H -0.265947 -1.876152 -0.195416 0.4 0.3 0.2
H -0.709297 1.599040 -2.853698 0.2 0.2 0.1
H -0.341992 2.572839 -1.434747 -0.1 0.1 -0.1
```
Forces are in eV/Å.

Properties
Structure (SMILES) ... C[C@H](O)CC(N)=O
Gap between HOMO and LUMO ... 10.61 eV
Energy above the lowest of the compared OMol25 structures with the same formula, charge and spin ... 50.86 kJ/mol

---

The following is a quantum chemistry calculation of a cluster of 2 separate species, C11H21Cl3FN2O3P in total in a non-equilibrium geometry, from OMol25.

Geometry as XYZ:
```
42
Properties=species:S:1:pos:R:3:forces:R:3
C 2.348672 0.901226 -0.310928 1.0 0.2 0.6
C 2.820909 -0.613511 -0.035471 0.2 0.3 -0.9
C 1.641520 -1.716193 -0.194701 1.2 0.9 1.7
N 0.818942 -1.306494 -1.375454 -0.5 -2.1 0.5
C -0.423827 -2.107286 -1.531495 0.1 0.4 1.6
P -1.292296 -1.256365 -3.006298 -0.8 -1.8 -2.7
N -1.575586 -2.212485 -4.261215 0.9 0.3 1.7
O -0.129849 -3.552057 -1.614253 -1.0 -0.5 1.8
C -0.583398 -4.242162 -0.413078 0.0 -3.0 -0.3
O -0.617719 -5.494498 -0.272978 0.5 7.0 -0.5
O -1.025338 -3.228258 0.547036 0.6 -0.6 -2.4
C -1.496066 -2.190570 -0.335602 -1.1 0.4 -0.6
Cl -2.936928 -3.056804 -1.176354 0.0 0.4 0.2
C -2.203960 -0.875997 0.248247 0.9 0.3 1.3
C -1.223161 0.371263 0.536720 -0.8 0.9 0.1
C -1.302339 1.475449 -0.657321 0.4 -0.4 1.5
F -0.911550 2.743427 -0.035673 -0.5 -1.7 -1.2
H 3.307402 1.560118 -0.320786 -1.6 -1.1 0.1
H 1.842161 1.072792 -1.322355 0.5 -0.4 1.6
H 1.727775 1.258313 0.590789 0.7 -0.4 -1.7
H 3.324872 -0.630946 0.992660 -0.9 -0.3 -1.4
H 3.644654 -0.855170 -0.808845 -1.2 0.3 1.2
H 1.028841 -1.709903 0.792372 0.8 0.0 -1.9
H 2.113250 -2.757840 -0.268788 -0.8 1.4 -0.1
H 1.394563 -1.540862 -2.218029 -0.7 0.5 0.7
H -0.459996 -0.137839 -3.393784 -0.4 -0.4 0.8
H -2.559686 -0.670872 -2.598934 1.2 0.1 0.4
H -1.242331 -3.149738 -3.982961 -0.3 0.4 -0.5
H -2.700885 -1.148440 1.256523 0.8 0.1 -1.8
H -3.042529 -0.512682 -0.447718 1.4 -0.9 1.0
H -0.151222 0.090344 0.816908 -1.6 0.3 -0.7
H -1.659935 0.918282 1.465531 0.8 -0.9 -1.6
H -0.578431 1.252400 -1.517474 -1.1 0.5 1.3
H -2.390671 1.589033 -0.991657 1.6 -0.1 0.3
Cl 2.319900 2.838136 2.947711 0.0 -0.1 0.0
C 1.013406 4.001855 2.610379 -0.2 0.2 -0.1
C 0.079584 4.171845 3.792692 0.1 0.2 -0.1
Cl -0.895147 2.711478 4.094655 0.0 -0.1 0.0
H 0.478262 3.661940 1.721127 0.0 0.0 0.2
H 1.492246 4.955059 2.375886 -0.1 -0.1 0.1
H -0.621849 4.985472 3.596160 0.1 -0.1 -0.1
H 0.627741 4.408538 4.706757 0.0 -0.1 -0.1
```
Forces are in eV/Å.

Properties
Structure (SMILES) ... CCCN[C@@]1([PH2]=N)OC(=O)O[C@@]1(Cl)CCCF.ClCCCl
Gap between HOMO and LUMO ... 9.00 eV
Energy above the lowest of the compared OMol25 structures with the same formula, charge and spin ... 0.00 kJ/mol

---

| no. | M (g/mol) | E_HOMO (eV) | E_tot (a.u.) |
| --- | --- | --- | --- |
| 1 | 110.1 | -9.6 | -374.93726 |
| 2 | 1712.1 | -10.4 | -18353.91182 |
| 3 | 103.1 | -9.8 | -363.06616 |
| 4 | 385.6 | -8.8 | -2588.62001 |